(1)
The following is a quantum chemistry calculation of one molecule with the formula C4H7NO2, from the OMol25 dataset.

Summary:
HOMO level: -8.8 eV
LUMO level: 1.0 eV
relative energy (zero: lowest compared OMol25 entry of this formula, charge and spin): 94.9 kcal/mol

Last columns: bonded neighbours and bond lengths (Å).
Geometry (Å):
1 C 0.4190 -1.8840 -0.2003  C2 1.329, H8 1.087, H9 1.083
2 C -0.3232 -0.9529 0.3909  C1 1.329, N3 1.419, O7 1.367
3 N -1.5531 -0.4467 -0.1034  C2 1.419, O4 1.460, H10 1.016
4 O -1.2622 0.8482 -0.7119  N3 1.460, C5 1.427
5 C 0.1172 1.1697 -0.5409  O4 1.427, C6 1.528, H11 1.098, H12 1.088
6 C 0.4333 1.1228 0.9530  C5 1.528, O7 1.444, H13 1.097, H14 1.095
7 O 0.1248 -0.2012 1.4405  C2 1.367, C6 1.444
8 H 0.1123 -2.3635 -1.1259  C1 1.087
9 H 1.4206 -2.0571 0.1721  C1 1.083
10 H -1.8675 -1.0213 -0.8805  N3 1.016
11 H 0.7709 0.4652 -1.0720  C5 1.098
12 H 0.2574 2.1624 -0.9639  C5 1.088
13 H -0.1507 1.8553 1.5244  C6 1.097
14 H 1.5012 1.3031 1.1179  C6 1.095

Here are the Löwdin charges for atoms 1 to 2, given in e:
1 C 0.086
2 C -0.458

=====

(2)
The following is a quantum chemistry calculation of a 2-piece molecular cluster, C7H7ClN2P2 overall, from the OMol25 dataset.

Summary:
HOMO level: -7.9 eV
LUMO level: -0.7 eV
relative energy (zero: lowest compared OMol25 entry of this formula, charge and spin): 62.1 kcal/mol

Last columns: bonded neighbours and bond lengths (Å).
Geometry (Å):
1 C -4.0504 0.1264 -1.1188  C5 1.421, N8 1.154
2 C -2.2452 0.7812 0.5390  C3 1.397, C5 1.432, H13 1.081
3 C -1.0177 0.3785 1.0698  C2 1.397, C6 1.482, H14 1.200
4 C -2.1896 -1.3186 -0.7324  C5 1.412, N9 1.342, H15 1.050
5 C -2.8554 -0.1211 -0.3901  C1 1.421, C2 1.432, C4 1.412
6 C -0.3358 -0.8993 0.7571  C3 1.482, N9 1.371
7 C 3.5802 -0.0845 -0.1722  P10 1.897, P11 1.670, Cl12 1.676
8 N -5.0549 0.2448 -1.6750  C1 1.154
9 N -0.9988 -1.6278 -0.1961  C4 1.342, C6 1.371, H18 0.995
10 P 3.9074 1.7447 -0.5530  C7 1.897, H16 1.380, H17 1.379
11 P 2.3127 -0.6609 0.7490  C7 1.670, H19 1.409
12 Cl 4.4453 -1.1011 -1.1860  C7 1.676
13 H -2.7097 1.7384 0.7320  C2 1.081
14 H -0.3570 1.0000 1.8554  C3 1.200
15 H -2.7854 -2.0116 -1.2488  C4 1.050
16 H 3.5105 2.1212 0.7138  P10 1.380
17 H 5.2197 1.6992 -0.1302  P10 1.379
18 H -0.6820 -2.4774 -0.6057  N9 0.995
19 H 2.3062 0.4678 1.5924  P11 1.409

Here are the Löwdin charges for atoms 1 to 2, given in e:
1 C -0.198
2 C -0.012